1.
Density functional theory data (the ωB97M-V functional and the def2-TZVPD basis) for a molecular structure, C10H13N2O5SW in a non-equilibrium geometry.

Properties
⟨S²⟩: 2.09
Relative energy (zero: lowest compared OMol25 entry of this formula, charge and spin), kJ/mol: 295.8
Multiplicity: 3
Charge: +3

```
32
Properties=species:S:1:pos:R:3:nbo_charge:R:1
W -0.5240 0.9498 -2.3392 0.4083
S 0.7603 -0.6114 -0.8228 0.2189
O -1.1605 -2.2062 -2.8708 -0.1446
O 2.3758 1.8732 -3.1865 -0.2075
O -1.0043 1.8055 0.6670 -0.3058
O -0.7512 2.5698 -5.9170 -0.2648
O -3.5800 1.6913 -3.0175 -0.1957
N 1.4989 -0.0007 1.7564 -0.3082
N -0.4672 -1.2588 1.5896 -0.3779
C -0.7060 1.8197 -5.0425 0.5011
C -2.4271 1.4437 -2.8205 0.4897
C -1.1366 -0.5462 2.6901 -0.4287
C 0.5928 -0.6545 0.9961 0.4138
C 1.5762 -0.1757 3.1909 -0.4379
C -0.7874 1.4706 -0.4374 0.5379
C -0.9158 -1.0515 -3.0923 0.2252
C 2.5990 0.6219 1.0501 -0.4235
C 1.2727 1.5503 -2.9483 0.5014
C -1.3176 -2.1329 0.7752 -0.4237
H 2.2527 1.3591 0.3298 0.2014
H -0.7650 -0.8535 3.6743 0.2557
H -1.9641 -2.7092 1.4620 0.2791
H 1.2923 -1.1868 3.4959 0.2519
H -1.9325 -1.5431 0.0846 0.1857
H -0.6951 -2.8349 0.2023 0.2402
H 2.6125 0.0133 3.4706 0.2633
H -2.2063 -0.8002 2.6354 0.2564
H 3.1902 1.1209 1.8014 0.2703
H -0.8112 -0.7132 -4.1887 0.3012
H -1.0372 0.5466 2.5496 0.2184
H 0.9682 0.5589 3.7272 0.2546
H 3.1975 -0.1161 0.5351 0.2440
```

---

2.
Density functional theory data (the ωB97M-V functional and the def2-TZVPD basis) for a single C3H4FN molecule in a non-equilibrium geometry.

Properties
Relative energy (zero: lowest compared OMol25 entry of this formula, charge and spin), kJ/mol: 32.5
SMILES: N#CCCF

```
9
Properties=species:S:1:pos:R:3:nbo_charge:R:1
F -1.2754 -1.0538 -0.1947 -0.3854
N 2.1142 -0.5687 0.1426 -0.3230
C 0.0116 1.1305 -0.1746 -0.5006
C 1.1746 0.0383 -0.0895 0.2760
C -1.2107 0.3470 0.3219 0.0516
H -2.1299 0.7496 -0.0659 0.1877
H -1.1992 0.2285 1.3941 0.1876
H 0.2255 2.0376 0.3436 0.2582
H -0.0708 1.3550 -1.2647 0.2479
```

---

3.
Density functional theory data (the ωB97M-V functional and the def2-TZVPD basis) for a single C3H4N2O3 molecule in a non-equilibrium geometry.

Properties
Relative energy (zero: lowest compared OMol25 entry of this formula, charge and spin), kJ/mol: 329.9
SMILES: O=c1c(O)c[nH]n1O

```
12
Properties=species:S:1:pos:R:3:nbo_charge:R:1
O -2.3499 0.4216 0.0433 -0.5140
O 2.3989 0.3865 -0.0441 -0.6483
O -0.0453 2.1081 -0.0584 -0.6570
N -1.0834 0.0479 -0.3128 0.0252
N -0.7501 -1.2883 -0.2131 -0.3929
C 0.6645 -1.2908 -0.0051 -0.0899
C -0.0093 0.8923 -0.1882 0.5113
C 1.1115 -0.0318 -0.0851 0.1553
H -1.2821 -1.7121 0.5432 0.3848
H 2.3615 1.3510 0.0046 0.4973
H 1.1337 -2.2514 0.0811 0.2298
H -2.1501 1.3672 0.2345 0.4982
```

---

4.
Density functional theory data (the ωB97M-V functional and the def2-TZVPD basis) for 5 unconnected molecules or ions with the total composition C34H60N9O6S2 in a non-equilibrium geometry.

Properties
Relative energy (zero: lowest compared OMol25 entry of this formula, charge and spin), kJ/mol: 546.9
Charge: +1

```
111
Properties=species:S:1:pos:R:3:lowdin_charge:R:1
S -3.4825 -5.9721 3.1020 0.6727
S -4.7252 0.6190 -3.6828 0.9967
O -7.2930 -0.2849 1.5154 -0.0713
O -2.5086 -2.2134 -3.6088 0.0542
O -3.4239 -4.6152 0.4294 -0.0714
O -4.0457 -2.5247 -1.8652 -0.0514
O -1.2286 -5.3098 -0.1235 0.0829
O -5.6171 -0.7975 3.0263 0.0282
N 3.2166 3.1322 -3.9343 0.1168
N -0.7964 1.5901 -1.8940 -0.1129
N -2.6075 1.5243 -0.3517 0.1315
N -1.4838 0.5722 6.7772 0.1241
N -1.9841 1.3050 -2.5052 0.1261
N -4.4245 0.9098 -2.0096 -0.3612
N 9.3592 2.0882 -3.2585 0.1400
N 7.0378 2.2274 1.3992 0.1598
N 0.4698 1.6938 -2.4818 0.0443
C 8.0022 0.5118 -6.3794 -0.1149
C 4.1855 3.4179 -3.3275 -0.2000
C -4.9765 0.4838 6.4615 -0.2715
C -5.4004 0.8477 -0.8826 -0.1708
C -5.0307 0.4127 7.9841 -0.1113
C -6.9295 0.6449 -1.2995 -0.1577
C 1.6874 0.1150 -0.7976 -0.1863
C -3.6608 -2.0132 -3.1338 -0.4044
C 5.4202 3.7815 -2.5552 -0.1699
C -6.3493 -1.1736 2.0851 -0.2558
C 4.1439 4.1835 2.7671 -0.1097
C -3.1409 1.2127 -1.6736 -0.3000
C -2.9100 -2.5152 -0.9394 -0.0951
C -1.8393 -5.7372 2.2034 -0.3883
C 6.7112 2.6776 2.4378 -0.1788
C -2.1476 -5.1733 0.7103 -0.4221
C 5.1269 1.7872 -1.0010 -0.1344
C -8.1052 -0.9481 0.5044 -0.1776
C 6.2949 3.2505 3.7612 -0.1773
C 1.8300 -2.3627 0.0393 -0.1123
C 9.3663 1.0243 -3.7639 -0.2055
C -3.8327 -0.3407 5.8672 -0.1945
C -2.5165 0.1701 6.3775 -0.2142
C 9.3769 -0.3312 -4.4085 -0.1840
C 0.8284 -1.0911 -0.1131 -0.2513
C 9.2814 -0.1860 -5.9291 -0.2711
C -3.4064 -3.1676 0.4614 -0.2856
C -7.4430 -0.8686 -0.9758 -0.1430
C 4.7679 3.3070 3.8481 -0.2672
C 6.0540 2.5213 -1.9625 -0.2715
C 1.2386 0.4000 -2.3070 -0.1715
C -1.1966 1.7493 -0.5198 0.0251
C -4.6811 -1.1975 -4.0447 -0.3154
C -2.6605 -2.5331 1.7367 -0.0341
H 1.2481 -3.2344 0.4897 0.0674
H 2.2080 0.5296 -2.9203 0.1220
H -2.8015 -1.3872 1.6913 0.0957
H 9.3243 -1.1791 -6.3853 0.1092
H -7.2020 0.9825 -2.3499 0.0973
H -6.2305 -2.2625 1.7347 0.1544
H -1.2062 -4.9645 2.7478 0.0816
H -3.2214 -2.8785 2.6639 0.0785
H -5.1457 -0.6208 8.3245 0.0783
H 4.3547 2.2966 3.7679 0.1112
H 0.4578 -0.8006 0.9277 0.0991
H 6.3432 1.8384 -2.7674 0.0987
H -8.2884 -1.1320 -1.6967 0.1203
H 2.7264 -2.0641 0.6958 0.0880
H 6.1265 4.2780 -3.2252 0.1192
H -5.3194 1.7810 -0.2336 0.1412
H 3.0581 4.2172 2.8856 0.0720
H -2.6411 -1.4056 -0.7850 0.1204
H 5.1519 4.4860 -1.7632 0.1183
H -4.8748 1.5308 6.1588 0.1136
H -7.5465 1.3115 -0.5861 0.1255
H -3.9377 -1.3947 6.1384 0.1186
H 2.7909 -0.1696 -0.7034 0.0993
H -5.8776 0.9909 8.3612 0.0739
H -2.0245 -3.1364 -1.3103 0.1396
H -1.5372 -2.7136 1.7605 0.0871
H 0.2543 1.7022 -3.5023 0.1389
H -1.3032 -6.7465 2.1757 0.1038
H 4.8268 2.4364 -0.1735 0.0499
H -3.8449 -0.2685 4.7770 0.0852
H -8.2162 -2.0546 0.8188 0.1318
H -0.0874 -1.3644 -0.7464 0.0825
H 2.2541 -2.6145 -0.9897 0.0837
H 4.2233 1.4309 -1.5049 0.0373
H -6.5851 -1.6101 -1.0868 0.0991
H 5.6304 0.9134 -0.5817 0.0689
H -4.2980 -4.8764 2.8390 -0.1417
H 10.3010 -0.8474 -4.1371 0.1153
H 7.9637 0.5672 -7.4698 0.0737
H 6.9689 2.7980 -1.4322 0.0944
H 6.6942 2.6235 4.5621 0.1170
H -5.7246 -1.6446 -3.9484 0.0969
H -4.1274 0.8264 8.4393 0.0708
H 1.5039 1.0295 -0.1256 0.0974
H 6.7232 4.2506 3.8684 0.1199
H -9.1530 -0.4958 0.5143 0.1425
H 0.6934 -0.5032 -2.7402 0.1247
H -5.0957 -0.0377 -0.2093 0.1208
H -0.4039 1.9880 0.2629 0.1505
H 7.9471 1.5356 -6.0007 0.0677
H -2.0028 1.1671 -3.5231 0.1519
H 7.1170 -0.0314 -6.0347 0.0745
H 10.1426 0.3768 -6.3023 0.1140
H 4.4809 3.6946 4.8296 0.1112
H 4.3491 3.7957 1.7657 0.0491
H 8.5367 -0.9163 -4.0248 0.1147
H -4.3433 -1.3164 -5.1384 0.1172
H -4.5108 -2.8406 0.5536 0.1329
H -5.9251 0.1222 6.0545 0.1048
H 4.5245 5.2076 2.8244 0.0811
```

---

5.
Density functional theory data (the ωB97M-V functional and the def2-TZVPD basis) for a molecular structure, C6H15NO in a non-equilibrium geometry.

Properties
⟨S²⟩: 0.76
Relative energy (zero: lowest compared OMol25 entry of this formula, charge and spin), kJ/mol: 879.2
Multiplicity: 2
Charge: +1

```
23
Properties=species:S:1:pos:R:3:nbo_charge:R:1
O -3.0584 0.3241 0.9080 -0.5775
N 0.5248 -0.7112 -0.6357 -0.0585
C 1.4735 1.0034 0.8786 -0.5127
C 0.8400 0.5937 -0.3967 0.3169
C -0.8785 -0.1651 -0.5691 -0.2575
C -1.5916 0.8556 0.4784 -0.2759
C -1.8100 -1.4025 -0.6479 -0.5727
C 1.9944 -0.2979 1.5300 -0.5884
H -2.8345 1.1245 0.1732 0.4780
H -1.2039 1.8327 0.1525 0.2351
H 2.3506 1.6286 0.6390 0.2774
H -2.1127 -1.8562 0.3139 0.2553
H 2.6751 -0.7486 0.8152 0.2262
H 1.1786 -1.0181 1.4674 0.2194
H 0.7744 1.5341 1.5245 0.2817
H -1.2853 0.6757 1.4883 0.2621
H 1.1616 1.2031 -1.2473 0.2717
H -1.3398 -2.2162 -1.2136 0.2384
H 2.6556 -0.7272 -2.8617 0.0454
H -2.7592 -1.2184 -1.1767 0.2551
H -1.1146 0.4835 -1.5057 0.2681
H 2.4170 -0.1134 2.5165 0.2557
H 1.9431 -0.7846 -2.6312 -0.0435
```

---

6.
Density functional theory data (the ωB97M-V functional and the def2-TZVPD basis) for a single C4H6N2O molecule in a non-equilibrium geometry.

Properties
Relative energy (zero: lowest compared OMol25 entry of this formula, charge and spin), kJ/mol: 259.9
SMILES: [H]/N=C1/CCO/C1=N/[H]

```
13
Properties=species:S:1:pos:R:3:nbo_charge:R:1
O -1.0551 -1.1376 -0.0007 -0.4803
N 0.7410 2.0082 -0.3548 -0.5617
N -2.2062 0.8063 -0.4876 -0.6608
C -1.1300 0.1842 -0.2336 0.4875
C 0.3220 -1.5308 -0.0627 -0.0591
C 0.5045 0.7884 -0.1160 0.2393
C 1.1462 -0.3986 0.5385 -0.5104
H -2.0313 1.8551 -0.4683 0.3356
H -0.3447 2.4056 -0.2882 0.3300
H 0.5874 -1.6523 -1.1199 0.1811
H 2.2163 -0.6233 0.5530 0.2484
H 0.8349 -0.2258 1.5823 0.2446
H 0.4149 -2.4795 0.4581 0.2059
```

---

Number 1: electronic energy -1338.48633 Ha. Number 2: electronic energy -271.29081 Ha. Number 3: electronic energy -451.85408 Ha. Number 4: electronic energy -3071.63211 Ha. Number 5: electronic energy -366.98340 Ha. Number 6: electronic energy -340.69590 Ha.